# 1
{"formula": "C8H11N4", "method": "the ωB97M-V functional and the def2-TZVPD basis", "multiplicity": 1, "e_homo_ev": -13.676, "homo_lumo_gap_ha": 0.349, "charge": 1, "lumo_ha": -0.1532, "symbols": ["N", "N", "N", "N", "C", "C", "C", "C", "C", "C", "C", "C", "H", "H", "H", "H", "H", "H", "H", "H", "H", "H", "H"], "coordinates": [[0.88, 0.23, 0.92], [-0.91, 1.35, -0.36], [0.59, -3.13, -0.66], [1.56, -0.96, 0.92], [1.76, 1.44, 0.66], [-2.14, 0.20, -2.06], [-1.78, 1.39, -1.36], [-0.42, -0.88, -0.78], [-0.03, 0.57, 2.07], [-0.21, 0.26, -0.13], [-1.47, -0.93, -1.77], [0.40, -1.99, -0.31], [2.48, 1.32, -0.17], [0.46, 0.59, 3.11], [1.10, 2.36, 0.76], [-2.33, 2.21, -1.63], [2.34, 1.39, 1.56], [2.34, -1.06, 0.30], [1.12, -3.81, -0.21], [-0.53, 1.47, 1.95], [-2.83, 0.15, -2.80], [-0.75, -0.26, 2.28], [-1.62, -1.94, -2.30]], "lowdin_charge": [-0.337, 0.155, 0.250, 0.120, 0.041, -0.011, -0.016, -0.112, 0.006, -0.269, 0.042, -0.096, 0.124, 0.143, 0.133, 0.101, 0.093, 0.088, 0.085, 0.069, 0.095, 0.131, 0.166]}


# 2
{"formula": "C5H8N2O", "method": "the ωB97M-V functional and the def2-TZVPD basis", "multiplicity": 1, "e_homo_ev": -9.046, "homo_lumo_gap_ha": 0.333, "charge": 0, "smiles": "[H]/N=C(\\N)C(=C)C(C)=O", "lumo_ha": 0.0004, "symbols": ["O", "N", "N", "C", "C", "C", "C", "C", "H", "H", "H", "H", "H", "H", "H", "H"], "coordinates": [[1.45, -0.02, 1.39], [0.17, 0.26, -2.54], [1.81, -0.71, -1.18], [-0.29, 0.09, -0.23], [0.26, 0.05, 1.15], [-1.58, 0.34, -0.48], [0.61, -0.10, -1.40], [-0.74, 0.11, 2.28], [-1.24, 1.08, 2.28], [-1.91, 0.38, -1.50], [0.81, 0.10, -3.31], [2.48, -0.71, -1.93], [-1.49, -0.67, 2.17], [2.18, -0.71, -0.24], [-2.31, 0.53, 0.29], [-0.21, -0.02, 3.22]], "lowdin_charge": [0.068, 0.104, 0.139, -0.162, -0.395, 0.124, -0.475, -0.021, 0.089, 0.070, 0.046, 0.101, 0.088, 0.069, 0.070, 0.085]}


# 3
{"formula": "C5H11NO", "method": "the ωB97M-V functional and the def2-TZVPD basis", "multiplicity": 1, "e_homo_ev": -9.896, "homo_lumo_gap_ha": 0.375, "charge": 0, "smiles": "C/C=N/C=O.[H][H].C=C", "lumo_ha": 0.0112, "symbols": ["O", "N", "C", "C", "C", "C", "C", "H", "H", "H", "H", "H", "H", "H", "H", "H", "H", "H"], "coordinates": [[2.28, -0.51, -1.75], [1.35, -0.59, 0.36], [-1.64, 0.68, -0.89], [1.65, -1.11, -0.90], [-1.75, -0.61, -1.10], [0.99, 0.62, 0.42], [0.73, 1.26, 1.73], [1.58, 1.82, 2.12], [-0.81, -1.98, 1.09], [-0.09, 1.97, 1.79], [-2.27, -1.20, -0.37], [-1.52, -1.00, -2.08], [0.94, 1.26, -0.46], [-1.33, 1.30, -1.72], [-0.09, -1.74, 1.07], [-2.07, 1.12, -0.01], [0.53, 0.49, 2.47], [1.29, -2.15, -1.01]], "lowdin_charge": [0.053, 0.024, -0.097, -0.359, -0.095, -0.230, -0.062, 0.086, 0.051, 0.073, 0.030, 0.060, 0.118, 0.058, 0.034, 0.058, 0.074, 0.123]}


# 4
{"formula": "C2H6FNO2S", "method": "the ωB97M-V functional and the def2-TZVPD basis", "multiplicity": 1, "e_homo_ev": -8.750, "homo_lumo_gap_ha": 0.343, "charge": 0, "lumo_ha": 0.0218, "symbols": ["S", "F", "O", "O", "N", "C", "C", "H", "H", "H", "H", "H", "H"], "coordinates": [[-1.85, 1.63, -3.31], [-1.40, 2.66, -2.11], [-2.71, 0.72, -2.62], [-0.39, 0.99, -3.49], [-0.19, -0.42, -0.64], [-0.28, 0.90, 1.38], [0.33, 0.47, 0.26], [-1.03, -1.00, -0.29], [-0.05, 1.82, 1.98], [-1.10, 0.43, 1.77], [1.30, 0.85, -0.05], [0.49, -1.14, -0.90], [-0.01, 0.29, -2.85]], "lowdin_charge": [0.897, -0.325, -0.418, -0.325, -0.003, -0.009, -0.316, 0.141, 0.065, 0.007, 0.103, 0.089, 0.093]}


# 5
{"formula": "C14H29AsN5NaOS6", "method": "the ωB97M-V functional and the def2-TZVPD basis", "multiplicity": 1, "e_homo_ev": -6.925, "homo_lumo_gap_ha": 0.259, "charge": 0, "lumo_ha": 0.0046, "symbols": ["As", "S", "S", "S", "S", "S", "S", "Na", "O", "N", "N", "N", "N", "N", "C", "C", "C", "C", "C", "C", "C", "C", "C", "C", "C", "C", "C", "C", "H", "H", "H", "H", "H", "H", "H", "H", "H", "H", "H", "H", "H", "H", "H", "H", "H", "H", "H", "H", "H", "H", "H", "H", "H", "H", "H", "H", "H"], "coordinates": [[1.29, -0.55, 2.86], [-0.74, 2.56, -1.11], [-2.10, 1.91, -3.72], [-0.76, 3.88, -5.28], [0.82, 5.02, -3.04], [-2.65, 2.02, -6.64], [-0.65, -2.54, 0.43], [0.81, 0.59, 0.39], [2.22, 1.89, 1.25], [-2.12, -3.92, -1.29], [-0.62, -0.74, -1.95], [-1.26, -1.97, -2.09], [2.76, 3.78, 0.13], [1.56, 3.90, 2.13], [3.25, 3.00, -1.00], [-0.92, 2.86, -2.80], [2.57, 5.95, 1.31], [2.19, 3.14, 1.16], [0.96, -2.32, 3.63], [-1.36, -2.82, -1.05], [3.05, -0.27, 3.67], [-0.33, 3.81, -3.58], [-0.26, 6.08, -2.04], [1.90, 3.60, 3.52], [1.29, 5.30, 1.81], [-1.88, 2.58, -5.30], [0.16, 0.44, 4.12], [2.96, 5.23, 0.03], [-2.06, -4.65, -0.61], [3.69, -1.10, 3.37], [2.11, 2.54, 3.62], [-1.29, -0.01, -1.73], [-0.83, -0.01, 4.11], [3.49, 0.65, 3.30], [0.57, 0.41, 5.13], [4.17, 2.47, -0.76], [-2.31, -4.19, -2.24], [0.52, 5.34, 1.04], [3.41, 3.67, -1.84], [1.58, -3.06, 3.12], [0.37, 6.81, -1.54], [2.97, -0.25, 4.75], [2.50, 2.26, -1.30], [-0.08, -2.60, 3.49], [0.06, 1.48, 3.80], [-0.98, 6.59, -2.68], [2.35, 5.59, -0.80], [2.77, 4.18, 3.86], [-1.89, -2.09, -2.87], [-0.77, 5.46, -1.30], [4.00, 5.42, -0.21], [0.90, 5.78, 2.71], [1.05, 3.85, 4.16], [2.42, 7.01, 1.09], [-0.17, -0.52, -2.83], [3.35, 5.87, 2.06], [1.20, -2.33, 4.69]], "lowdin_charge": [1.072, 0.509, 0.862, 0.891, 0.788, 0.504, 0.602, 0.154, -0.102, 0.073, 0.011, -0.098, -0.048, -0.078, -0.029, -1.144, -0.144, -0.484, -0.342, -0.921, -0.314, -1.026, -0.382, -0.036, -0.145, -1.538, -0.302, -0.148, 0.083, 0.024, 0.057, 0.003, 0.025, 0.003, 0.028, 0.098, 0.100, 0.122, 0.078, 0.021, 0.026, 0.026, 0.071, 0.003, 0.000, 0.039, 0.076, 0.094, 0.146, 0.005, 0.130, 0.124, 0.092, 0.118, 0.086, 0.115, 0.026]}


# 6
{"formula": "C3H3NO3S3", "method": "the ωB97M-V functional and the def2-TZVPD basis", "multiplicity": 1, "e_homo_ev": [-7.998, -7.988], "homo_lumo_gap_ha": [0.154, 0.153], "charge": 0, "lumo_ha": [-0.1398, -0.1404], "symbols": ["S", "S", "S", "O", "O", "O", "N", "C", "C", "C", "H", "H", "H"], "coordinates": [[1.33, -1.30, 0.93], [-0.43, -0.64, -1.30], [-2.98, -0.99, 1.29], [-3.52, -1.39, 2.59], [-1.84, 2.69, -0.13], [-3.38, 2.62, 1.43], [-2.42, 2.03, 1.01], [0.69, -1.65, -0.54], [-1.23, -0.21, 1.52], [-2.06, 0.77, 1.32], [1.13, -2.47, -1.00], [-0.96, 2.29, -0.05], [-0.27, -0.33, 1.40]], "lowdin_charge": [0.567, 0.480, 1.081, -0.484, 0.140, 0.174, -0.199, -1.172, -0.164, -0.312, -0.046, 0.116, -0.181]}